No. 1
# C6H10

A single C6H10 molecule (ωB97M-V/def2-TZVPD, the Open Molecules 2025 dataset).

```
16
Properties=species:S:1:pos:R:3:mulliken_charge:R:1
C -1.1510 -1.0213 1.1329 -1.118
C -0.5333 -0.7019 -0.4068 0.688
C -1.3196 0.4953 -0.2924 -1.224
C 1.4818 1.7236 -0.5284 -0.947
C 1.7455 0.3861 -0.4940 0.197
C 0.8935 -0.7370 -0.3942 -0.693
H -0.6841 -0.3862 1.8862 0.349
H -0.7928 -2.0461 1.2721 0.367
H -2.2381 -1.0392 1.2438 0.349
H -1.0154 -1.4941 -0.9890 0.291
H -2.3608 0.4858 -0.5975 0.400
H -0.9762 1.3453 0.2747 0.343
H 0.5255 2.1801 -0.3197 0.178
H 2.2801 2.4114 -0.7933 0.237
H 2.7958 0.1218 -0.6353 0.259
H 1.3491 -1.7236 -0.3592 0.322
```

## Properties
HOMO energy (spin up / spin down)   -6.64 / -7.26 eV
Relative energy (zero: lowest compared OMol25 entry of this formula, charge and spin)   434.8 kJ/mol
HOMO-LUMO gap (spin up / spin down)   6.44 / 8.09 eV
E_LUMO (spin up / spin down)   -0.198 / 0.832 eV

No. 2
# C6H10

A molecular structure, C6H10 (ωB97M-V/def2-TZVPD, the Open Molecules 2025 dataset).

```
16
Properties=species:S:1:pos:R:3:mulliken_charge:R:1
C -0.0633 -1.2766 -0.3497 -0.619
C -0.8527 -0.6029 0.7778 -0.633
C -1.0344 0.8878 0.4960 -0.569
C 0.2397 1.5094 0.0050 -0.121
C 1.3644 0.8748 -0.4529 -0.686
C 1.3351 -0.6478 -0.4725 -0.443
H -0.6102 -1.1545 -1.2975 0.297
H 0.0143 -2.3575 -0.1752 0.310
H -0.2960 -0.7153 1.7173 0.302
H -1.8275 -1.0811 0.9258 0.297
H -1.3435 1.4398 1.3855 0.326
H -1.8354 1.0472 -0.2491 0.292
H 0.2702 2.6071 -0.0080 0.437
H 0.8263 1.4702 -1.3126 0.156
H 1.9592 -0.9760 0.3730 0.311
H 1.8537 -1.0248 -1.3630 0.342
```

## Properties
HOMO energy   -8.04 eV
Relative energy (zero: lowest compared OMol25 entry of this formula, charge and spin)   268.9 kJ/mol
HOMO-LUMO gap   9.02 eV
E_LUMO   0.980 eV

Energy? In order: -6379.35316, -6381.07209 eV.
Strongest force on any atom? In order: 2.7, 1.9 eV Å⁻¹.